Record 1
This record from the OMol25 dataset describes a single C26H20Cl2N2O5 molecule in a non-equilibrium geometry. The level of theory is the ωB97M-V functional and the def2-TZVPD basis.

orbital gap = 8.54 eV
M = 511.361 g mol⁻¹

Positions of all 55 atoms, in Å:
O: -4.274 3.352 -1.397
C: -3.682 2.382 -1.837
C: -4.061 1.776 -3.133
C: -4.259 0.408 -3.484
C: -4.708 0.414 -4.767
O: -4.799 1.670 -5.233
C: -4.424 2.487 -4.244
N: -2.670 1.802 -1.143
C: -1.780 0.782 -1.645
C: -0.334 1.082 -1.254
C: -0.132 1.236 0.266
C: -1.490 1.421 0.965
C: -2.347 2.379 0.152
O: 0.623 2.444 0.412
C: 1.288 2.666 1.559
C: 1.856 3.930 1.735
C: 2.515 4.244 2.903
C: 2.607 3.305 3.928
Cl: 3.420 3.722 5.393
C: 2.060 2.050 3.775
C: 1.411 1.718 2.584
C: 0.892 0.369 2.381
O: 0.713 -0.459 3.242
C: 0.649 0.066 0.889
C: 0.091 -1.341 0.673
C: 1.250 -1.996 -0.046
C: 1.270 -3.370 -0.499
C: 0.189 -4.221 -0.269
C: 0.221 -5.531 -0.705
C: 1.339 -6.001 -1.377
Cl: 1.379 -7.637 -1.923
C: 2.426 -5.170 -1.615
C: 2.389 -3.863 -1.178
N: 2.231 -1.197 -0.218
O: 1.975 0.031 0.286
H: -4.118 -0.449 -2.860
H: -4.987 -0.380 -5.430
H: -4.436 3.543 -4.425
H: -2.083 -0.203 -1.263
H: -1.850 0.751 -2.734
H: 0.322 0.308 -1.653
H: -0.035 2.029 -1.706
H: -1.994 0.462 1.079
H: -1.331 1.836 1.962
H: -3.288 2.601 0.663
H: -1.812 3.327 0.017
H: 1.767 4.650 0.937
H: 2.955 5.220 3.031
H: 2.134 1.301 4.548
H: -0.819 -1.367 0.076
H: -0.092 -1.817 1.641
H: -0.682 -3.865 0.260
H: -0.615 -6.189 -0.524
H: 3.290 -5.550 -2.137
H: 3.221 -3.200 -1.348

Atomic partial charges in e from the Löwdin method, atoms 1 to 4: number 1, O, carries 0.077; number 2, C, carries -0.418; number 3, C, carries -0.133; number 4, C, carries -0.023


Record 2
This record from the OMol25 dataset describes a molecular structure, C3H4NO3S in a non-equilibrium geometry. The level of theory is the ωB97M-V functional and the def2-TZVPD basis.

orbital gap = 7.66 eV
charge = -1
M = 134.136 g mol⁻¹
energy relative to the best compared isomer or geometry (same formula, charge and spin) = 2.382 eV

Positions of all 12 atoms, in Å:
C: 2.429 -0.036 0.097
C: -1.796 0.337 0.143
C: -0.360 0.124 -0.035
N: 0.347 1.158 -0.171
O: 3.569 0.096 -0.242
O: 1.826 -0.826 0.810
O: 1.703 1.088 -0.407
S: 0.065 -1.573 -0.387
H: -2.236 0.643 -0.850
H: -2.196 -0.428 0.760
H: -2.022 1.361 0.643
H: -1.330 -1.944 -0.362

Atomic partial charges in e from the Löwdin method, atoms 1 to 4: number 1, C, carries -0.855; number 2, C, carries -0.171; number 3, C, carries -0.725; number 4, N, carries 0.018